[1]
Formula: C21H32BrCa2F11KLiN2O8P2
Source: OMol25
Level of theory: ωB97M-V/def2-TZVPD

The geometry in ORCA input format:
```
! RIJCOSX wB97M-V def2-TZVPD def2/J DEFGRID3
* xyz 0 1
N -7.17 -1.95 -3.02
P -5.71 -1.62 -2.53
P -4.36 -1.47 -4.39
C -3.07 -2.66 -3.76
O -1.85 -2.43 -4.43
O -1.02 -3.60 -4.29
C -3.42 0.13 -3.77
F -4.38 1.14 -3.51
F -2.70 0.64 -4.82
C -2.47 -0.05 -2.59
C -1.11 0.06 -2.88
C -0.15 -0.07 -1.91
C -0.48 -0.35 -0.60
C -1.82 -0.47 -0.28
C -2.10 -0.82 1.18
F -1.33 -0.07 1.95
F -1.85 -2.10 1.39
F -3.42 -0.57 1.51
C -2.80 -0.29 -1.26
H -7.21 -1.99 -4.03
H -5.29 -2.67 -1.67
H -5.79 -0.38 -1.81
H -5.38 -0.58 -4.95
H -5.13 -2.59 -4.95
H -3.65 -1.41 -5.67
H -2.98 -2.73 -2.67
H -3.39 -3.66 -4.07
H -0.70 -3.58 -3.37
H -0.75 0.24 -3.88
H 0.90 0.03 -2.13
H 0.30 -0.47 0.14
H -3.84 -0.38 -0.96
Ca -3.63 -2.06 -7.27
C -3.50 2.39 1.93
C -3.35 3.10 3.25
O -3.24 4.47 3.06
C -4.51 5.21 2.80
O -5.45 4.94 3.61
C -4.98 5.04 1.29
F -3.93 5.00 0.37
F -5.72 6.08 0.91
F -5.72 3.93 1.00
H -2.85 2.83 1.17
H -3.24 1.33 2.04
H -4.53 2.45 1.57
H -2.42 2.77 3.72
H -4.15 2.82 3.95
H -4.12 6.26 2.78
Li -4.47 0.77 0.65
C 2.23 0.84 3.84
C 2.41 -0.36 2.92
O 3.20 -0.22 1.83
C 4.64 -0.40 2.20
O 4.78 -1.49 2.90
C 5.29 0.85 2.86
F 4.84 2.00 2.30
F 6.61 0.83 2.67
F 5.09 0.97 4.19
H 2.12 1.75 3.25
H 1.34 0.72 4.47
H 3.08 0.97 4.50
H 1.40 -0.62 2.52
H 2.75 -1.23 3.49
H 5.10 -0.38 1.19
N 9.70 0.12 3.34
C 10.84 0.73 2.91
C 11.79 -0.24 2.67
C 11.19 -1.49 2.96
C 9.90 -1.23 3.38
H 8.84 0.58 3.59
H 10.89 1.80 2.82
H 12.79 -0.07 2.33
H 11.64 -2.46 2.88
H 9.09 -1.91 3.71
O -2.83 -3.91 -9.63
H -2.39 -4.36 -10.36
Ca 1.68 -2.53 4.14
O 1.41 -5.40 -4.19
H 1.03 -4.78 -4.82
K -4.32 3.11 -2.57
Br 7.82 -2.78 2.88
*
```

As for the lowest unoccupied orbital energy: -3.78 eV. The calculation puts the calculated total energy at -7847.91868 Ha. The gap between HOMO and LUMO is 0.05628 Eh.

[2]
Formula: C21H32Cl7O19Pd
Source: OMol25
Level of theory: ωB97M-V/def2-TZVPD

The geometry in ORCA input format:
```
! RIJCOSX wB97M-V def2-TZVPD def2/J DEFGRID3
* xyz 0 4
Pd 0.03 -1.03 -3.71
Cl 0.35 0.08 -0.18
O 0.39 -0.65 -1.39
O -0.84 0.86 -0.14
O 0.29 -0.77 0.96
O 1.48 0.95 -0.12
C 5.05 2.82 -0.39
C 3.65 3.43 0.02
O 4.01 4.72 0.47
C 5.25 5.05 0.11
O 5.82 6.15 0.35
O 5.79 4.02 -0.58
H 4.88 2.12 -1.21
H 5.48 2.16 0.37
H 3.31 2.66 0.71
H 3.02 3.69 -0.83
C -1.74 4.66 -0.62
C -0.83 5.33 0.30
O 0.39 5.35 -0.48
C 0.10 5.14 -1.73
O 0.84 5.09 -2.67
O -1.16 4.84 -1.86
H -2.69 5.20 -0.59
H -1.93 3.59 -0.48
H -0.53 4.75 1.17
H -1.21 6.33 0.49
C -5.22 -1.99 -4.04
C -5.41 -2.60 -2.67
O -4.27 -2.12 -2.05
C -3.33 -1.70 -2.91
O -2.13 -1.60 -2.69
O -3.81 -1.65 -4.11
H -5.78 -1.09 -4.28
H -5.49 -2.75 -4.77
H -5.58 -3.68 -2.73
H -6.30 -2.10 -2.28
C -1.02 -0.87 4.00
C -0.56 -2.30 4.41
O -0.34 -2.18 5.78
C -0.82 -1.03 6.24
O -0.91 -0.74 7.43
O -1.37 -0.36 5.24
H -1.97 -0.81 3.48
H -0.35 -0.23 3.44
H 0.31 -2.60 3.83
H -1.37 -2.97 4.12
C 4.52 -4.11 -3.91
C 4.00 -3.92 -5.32
O 3.25 -2.72 -5.20
C 3.02 -2.42 -3.93
O 2.23 -1.59 -3.52
O 3.70 -3.27 -3.18
H 5.59 -3.89 -3.89
H 4.37 -5.16 -3.69
H 3.28 -4.68 -5.61
H 4.83 -3.76 -6.01
Cl -0.25 -5.90 0.36
C 1.01 -4.68 0.64
C 1.99 -4.83 1.87
Cl 2.81 -6.35 1.94
H 0.52 -3.71 0.66
H 1.62 -4.73 -0.26
H 1.53 -4.61 2.83
H 2.79 -4.10 1.71
Cl -4.89 -0.62 2.47
C -3.96 -0.44 1.00
C -4.64 0.62 0.09
Cl -4.57 2.23 0.85
H -3.95 -1.39 0.47
H -2.96 -0.21 1.37
H -5.67 0.29 -0.10
H -4.15 0.63 -0.88
Cl -1.22 4.31 3.60
C -0.72 2.58 3.41
C 0.78 2.63 2.98
Cl 1.83 3.52 4.05
H -1.38 2.21 2.62
H -0.87 2.06 4.35
H 0.80 3.18 2.04
H 1.23 1.66 2.76
*
```

As for the lowest unoccupied orbital energy (spin up / spin down): -0.43 / -4.36 eV. The expectation value of S² is 3.753. The calculation puts the calculated total energy at -5597.69587 Ha. The gap between HOMO and LUMO (spin up / spin down) is 0.26901 / 0.21325 Eh.

Please write out number 2 again, unchanged.
Formula: C21H32Cl7O19Pd
Source: OMol25
Level of theory: ωB97M-V/def2-TZVPD

The geometry in ORCA input format:
```
! RIJCOSX wB97M-V def2-TZVPD def2/J DEFGRID3
* xyz 0 4
Pd 0.03 -1.03 -3.71
Cl 0.35 0.08 -0.18
O 0.39 -0.65 -1.39
O -0.84 0.86 -0.14
O 0.29 -0.77 0.96
O 1.48 0.95 -0.12
C 5.05 2.82 -0.39
C 3.65 3.43 0.02
O 4.01 4.72 0.47
C 5.25 5.05 0.11
O 5.82 6.15 0.35
O 5.79 4.02 -0.58
H 4.88 2.12 -1.21
H 5.48 2.16 0.37
H 3.31 2.66 0.71
H 3.02 3.69 -0.83
C -1.74 4.66 -0.62
C -0.83 5.33 0.30
O 0.39 5.35 -0.48
C 0.10 5.14 -1.73
O 0.84 5.09 -2.67
O -1.16 4.84 -1.86
H -2.69 5.20 -0.59
H -1.93 3.59 -0.48
H -0.53 4.75 1.17
H -1.21 6.33 0.49
C -5.22 -1.99 -4.04
C -5.41 -2.60 -2.67
O -4.27 -2.12 -2.05
C -3.33 -1.70 -2.91
O -2.13 -1.60 -2.69
O -3.81 -1.65 -4.11
H -5.78 -1.09 -4.28
H -5.49 -2.75 -4.77
H -5.58 -3.68 -2.73
H -6.30 -2.10 -2.28
C -1.02 -0.87 4.00
C -0.56 -2.30 4.41
O -0.34 -2.18 5.78
C -0.82 -1.03 6.24
O -0.91 -0.74 7.43
O -1.37 -0.36 5.24
H -1.97 -0.81 3.48
H -0.35 -0.23 3.44
H 0.31 -2.60 3.83
H -1.37 -2.97 4.12
C 4.52 -4.11 -3.91
C 4.00 -3.92 -5.32
O 3.25 -2.72 -5.20
C 3.02 -2.42 -3.93
O 2.23 -1.59 -3.52
O 3.70 -3.27 -3.18
H 5.59 -3.89 -3.89
H 4.37 -5.16 -3.69
H 3.28 -4.68 -5.61
H 4.83 -3.76 -6.01
Cl -0.25 -5.90 0.36
C 1.01 -4.68 0.64
C 1.99 -4.83 1.87
Cl 2.81 -6.35 1.94
H 0.52 -3.71 0.66
H 1.62 -4.73 -0.26
H 1.53 -4.61 2.83
H 2.79 -4.10 1.71
Cl -4.89 -0.62 2.47
C -3.96 -0.44 1.00
C -4.64 0.62 0.09
Cl -4.57 2.23 0.85
H -3.95 -1.39 0.47
H -2.96 -0.21 1.37
H -5.67 0.29 -0.10
H -4.15 0.63 -0.88
Cl -1.22 4.31 3.60
C -0.72 2.58 3.41
C 0.78 2.63 2.98
Cl 1.83 3.52 4.05
H -1.38 2.21 2.62
H -0.87 2.06 4.35
H 0.80 3.18 2.04
H 1.23 1.66 2.76
*
```

As for the lowest unoccupied orbital energy (spin up / spin down): -0.43 / -4.36 eV. The expectation value of S² is 3.753. The calculation puts the calculated total energy at -5597.69587 Ha. The gap between HOMO and LUMO (spin up / spin down) is 0.26901 / 0.21325 Eh.